Entry 1:
Formula: C20H38N2O5S
Source: the OMol25 dataset
Level of theory: ωB97M-V with the def2-TZVPD basis set

XYZ file:
```
66
C20H38N2O5S, DFT ωB97M-V with the def2-TZVPD basis set
C 1.84124 -2.33534 -2.89115
C 2.64506 -1.04041 -2.76390
C 2.71614 -0.52094 -1.32536
C 3.59953 -1.36640 -0.40341
C 3.24189 -1.26888 1.08111
C 1.97430 -2.06251 1.45234
C 0.89095 -1.30651 2.23493
C 0.58033 0.10084 1.72313
C -0.83937 0.59276 2.04516
C -1.63818 0.97870 0.80653
C -1.89294 -0.14960 -0.19898
O -1.36752 -1.36525 0.23406
C -3.34883 -0.26777 -0.67343
O -3.29649 -0.73116 -2.02132
S -1.86013 -0.48550 -2.68965
O -1.96283 0.50308 -3.70514
O -1.28230 -1.75081 -2.96343
O -1.20696 0.20928 -1.42664
H 2.37978 -3.19450 -2.48123
H 1.60430 -2.55959 -3.93302
H 0.89677 -2.25170 -2.34087
H 3.66288 -1.18853 -3.14346
H 2.16600 -0.27633 -3.38445
H 3.09363 0.50744 -1.33625
H 1.68965 -0.48017 -0.94040
H 3.55518 -2.41684 -0.71572
H 4.64226 -1.05615 -0.53854
H 3.13957 -0.21370 1.35790
H 4.09048 -1.64245 1.66220
H 1.53049 -2.49059 0.54498
H 2.27336 -2.91639 2.06906
H 1.16996 -1.26132 3.29355
H -0.02554 -1.90648 2.18224
H 1.31344 0.80106 2.13124
H 0.71649 0.11963 0.63622
H -0.78727 1.50083 2.65627
H -1.38326 -0.14446 2.64668
H -2.60543 1.40192 1.09997
H -1.10237 1.77463 0.28253
H -2.03627 -2.05973 0.23086
H -3.87525 0.68764 -0.63998
H -3.90177 -0.99242 -0.07064
C -0.65494 2.56260 -6.08258
C -1.09090 3.55355 -5.01289
C -0.74261 5.00544 -5.36155
C 0.69971 5.20670 -5.51062
N 1.83175 5.35847 -5.63338
H 0.42864 2.56941 -6.21083
H -0.95322 1.55430 -5.80186
H -1.11129 2.79747 -7.04678
H -0.62990 3.29199 -4.05878
H -2.17059 3.48761 -4.86873
H -1.09579 5.68624 -4.58551
H -1.22139 5.29750 -6.29845
C -1.62115 -2.46151 6.10474
C -1.73077 -1.23256 6.99816
C -1.09832 0.01283 6.36669
C 0.32978 -0.17388 6.10804
N 1.44427 -0.34607 5.88960
H -0.57855 -2.72521 5.92244
H -2.10663 -3.32010 6.56778
H -2.09799 -2.28718 5.13766
H -1.25321 -1.42656 7.96002
H -2.77993 -1.01223 7.20245
H -1.21437 0.88240 7.01493
H -1.58357 0.24342 5.41542
```

HOMO level: -10.44 eV
SMILES: CCCCCCCCCC[C@@]1(O)COS(=O)(=O)O1.CCCC#N.CCCC#N
Kohn-Sham gap: 10.470 eV
energy: -45408.4676 eV

Entry 2:
Formula: C5H8N2O
Source: the OMol25 dataset
Level of theory: ωB97M-V with the def2-TZVPD basis set

XYZ file:
```
16
C5H8N2O, DFT ωB97M-V with the def2-TZVPD basis set
C -2.00051 -0.78295 -0.64439
C -0.60131 -0.28673 -0.70025
N 0.05247 -0.16696 -1.83921
N 1.27090 0.30306 -1.51642
C 1.39611 0.48312 -0.17944
O 2.52201 0.94686 0.40750
C 0.19991 0.11161 0.39592
C -0.16289 0.12662 1.83993
H -2.65054 -0.02883 -0.20265
H -2.05821 -1.68041 -0.03000
H -2.34448 -1.01104 -1.64857
H 1.94752 0.47353 -2.24304
H 3.19733 1.12221 -0.25653
H -1.01985 0.77740 2.01287
H 0.67846 0.48740 2.42533
H -0.42693 -0.87490 2.17895
```

HOMO level: -8.34 eV
energy relative to the best compared isomer or geometry (same formula, charge and spin): 16.7 kcal per mole
SMILES: Cc1n[nH]c(O)c1C
Kohn-Sham gap: 8.840 eV
energy: -10342.0037 eV

| no. | LUMO (eV) |
| --- | --- |
| 1 | 0.03 |
| 2 | 0.50 |